A structure of composition C35H39N3OPtS2Te, computed with wB97M-V/def2-TZVPD.

Geometry as XYZ:
```
82
C35H39N3OPtS2Te, DFT wB97M-V/def2-TZVPD
Pt -1.860 -1.767 0.074
C -4.712 -3.132 -1.125
S -3.368 -3.602 -0.033
C -2.492 -4.774 -1.070
H -5.341 -4.011 -1.258
H -4.324 -2.797 -2.084
H -5.286 -2.348 -0.637
H -2.338 -4.370 -2.070
H -3.121 -5.663 -1.112
H -1.545 -5.012 -0.597
C -4.824 2.492 -1.088
C -4.285 1.487 -2.119
C -3.590 0.369 -1.466
N -3.048 -0.512 -0.971
H -5.235 3.345 -1.623
H -4.033 2.848 -0.429
H -5.617 2.050 -0.489
H -3.575 1.953 -2.804
H -5.089 1.068 -2.726
C 2.565 6.342 -2.625
C 2.265 4.906 -2.290
C 1.032 4.533 -1.764
C 0.714 3.201 -1.515
C -0.647 2.855 -0.980
C 1.740 2.300 -1.746
Te 1.481 0.133 -1.335
N 0.011 -1.299 -0.748
C 0.479 -2.492 -0.394
O -0.418 -3.122 0.331
C 1.743 -3.153 -0.677
C 2.269 -3.995 0.309
C 3.462 -4.656 0.084
C 4.129 -4.491 -1.124
C 3.600 -3.669 -2.115
C 2.401 -3.012 -1.904
C 2.453 0.177 0.522
C 3.832 -0.012 0.439
C 4.599 0.050 1.591
C 3.979 0.277 2.809
C 2.603 0.447 2.873
C 1.802 0.406 1.734
C 0.324 0.648 1.870
C 2.970 2.562 -2.337
C 4.048 1.577 -2.742
C 3.204 3.917 -2.554
H 1.712 6.989 -2.434
H 2.850 6.435 -3.672
H 3.409 6.701 -2.035
H 0.289 5.294 -1.555
H -1.416 3.423 -1.503
H -0.720 3.100 0.081
H -0.878 1.789 -1.106
H 1.747 -4.116 1.249
H 3.876 -5.300 0.848
H 5.049 -5.030 -1.309
H 4.109 -3.568 -3.065
H 1.921 -2.505 -2.731
H 4.314 -0.214 -0.508
H 5.671 -0.078 1.531
H 4.568 0.328 3.715
H 2.134 0.641 3.830
H 0.095 1.138 2.815
H -0.226 -0.291 1.845
H -0.065 1.281 1.068
H 3.787 0.531 -2.602
H 4.961 1.770 -2.179
H 4.277 1.703 -3.799
H 4.164 4.193 -2.980
S -1.687 -2.607 4.591
C -1.673 -2.865 2.926
N -2.183 -1.906 2.196
C -2.630 -0.837 2.989
C -3.223 0.347 2.551
C -3.574 1.284 3.496
C -3.360 1.053 4.867
C -2.796 -0.121 5.309
C -2.425 -1.064 4.347
H -1.266 -3.769 2.497
H -3.418 0.511 1.499
H -4.032 2.214 3.186
H -3.653 1.805 5.587
H -2.661 -0.313 6.365
```

The total charge is +3. The LUMO energy (spin up / spin down) comes out at -10.0 / -10.3 eV. For the HOMO energy (spin up / spin down), the calculation gives -16.289 / -16.290 eV. The multiplicity is 2. For the HOMO-LUMO gap (spin up / spin down), the calculation gives 6.31 / 6.02 eV.